w.
114
Properties=species:S:1:pos:R:3:lowdin_spin:R:1 method="wB97M-V/def2-TZVPD" homo_ev="-2.64 / -3.99" spin_multiplicity=6 s_squared=8.7648 lumo_ev="2.0 / 2.0" total_charge=-1 gap_ha="0.1703 / 0.2197"
Mn 0.6422 -1.5027 -1.5359 4.46
O -0.2922 -2.9120 0.0096 0.06
C -0.1310 -4.2959 0.2569 0.01
C -0.9278 -5.1187 -0.7520 0.00
C -0.6855 -4.6306 -2.1832 0.01
C 0.7681 -4.6518 -2.5565 0.01
C 1.3631 -5.8697 -2.8507 0.00
C 2.6980 -5.9204 -3.2213 0.00
C 3.3822 -4.7155 -3.3393 0.00
C 2.7290 -3.5465 -3.0129 0.01
N 1.4545 -3.4976 -2.5916 0.05
H 0.0184 -2.4546 0.8267 0.00
H -0.4794 -4.5114 1.2781 0.00
H 0.9312 -4.5767 0.1933 0.00
H -1.9925 -5.0376 -0.5359 0.00
H -0.6324 -6.1651 -0.6544 0.00
H -1.0493 -3.6029 -2.2701 0.00
H -1.2395 -5.2682 -2.8764 0.00
H 0.7704 -6.7710 -2.7884 0.00
H 3.1840 -6.8640 -3.4164 0.00
H 4.4131 -4.6909 -3.6581 0.00
H 3.2439 -2.5968 -3.0813 0.00
F 5.4518 -3.0574 0.4941 0.00
C 4.6827 -2.0929 -0.0788 0.00
C 3.3268 -2.2992 -0.2421 0.02
C 2.5279 -1.3329 -0.8585 0.03
C 3.1612 -0.1227 -1.2472 0.02
C 4.5335 0.0311 -1.0976 0.00
F 5.1672 1.1521 -1.5335 0.00
C 5.3182 -0.9490 -0.5244 0.01
C 2.2163 0.9130 -1.6687 0.01
C 2.4637 2.2656 -1.6452 0.01
C 1.4256 3.1615 -2.0113 0.01
C 0.1717 2.7089 -2.1845 0.01
C -0.1185 1.2757 -1.8950 0.02
N 1.0013 0.3907 -1.9877 0.06
H 2.9078 -3.2180 0.1492 0.00
H 6.3811 -0.8195 -0.4206 0.00
H 3.4401 2.6458 -1.4031 0.00
H 1.6617 4.2026 -2.1638 0.00
H -0.6537 3.3396 -2.4620 0.00
H -0.9597 0.9014 -2.4966 0.00
Se -2.5921 4.6839 0.9587 0.00
P -1.7107 3.3535 2.3078 0.00
C -2.8407 2.8745 3.6462 0.00
C -2.3466 2.2978 4.8109 0.00
C -3.1946 1.9736 5.8472 0.00
C -4.5539 2.2111 5.7228 0.00
C -5.0560 2.7770 4.5593 0.00
C -4.2061 3.1116 3.5233 0.00
C -0.2894 4.2033 3.0695 0.00
C -0.3577 4.8215 4.3108 0.00
C 0.6802 5.6381 4.7247 0.00
C 1.7669 5.8593 3.8942 0.00
C 1.8280 5.2533 2.6491 0.00
C 0.8015 4.4272 2.2352 0.00
C -1.0226 1.9171 1.4623 0.00
C -0.4951 0.5916 1.5975 0.00
N -0.2005 0.1799 0.3319 0.03
N -0.5479 1.1919 -0.4530 0.00
N -1.0292 2.2088 0.1685 0.00
P 0.2883 -0.1462 3.0414 0.00
Se 1.0731 -2.0994 2.7660 0.00
C 1.6286 0.8841 3.6899 0.00
C 2.8995 0.6831 3.1332 0.00
C 3.9794 1.4078 3.5837 0.00
C 3.8109 2.3818 4.5643 0.00
C 2.5422 2.6451 5.0589 0.00
C 1.4615 1.9067 4.6290 0.00
C -1.0452 -0.3885 4.2498 0.00
C -0.7070 -0.7258 5.5580 0.00
C -1.6703 -1.2191 6.4150 0.00
C -2.9729 -1.3992 5.9703 0.00
C -3.3096 -1.0837 4.6644 0.00
C -2.3486 -0.5921 3.8021 0.00
H -1.2903 2.1078 4.8937 0.00
H -2.7875 1.5351 6.7464 0.00
H -5.2169 1.9581 6.5356 0.00
H -6.1152 2.9684 4.4693 0.00
H -4.5818 3.5739 2.6202 0.00
H -1.2191 4.6601 4.9457 0.00
H 0.6277 6.1163 5.6937 0.00
H 2.5618 6.5178 4.2144 0.00
H 2.6672 5.4415 1.9949 0.00
H 0.8248 3.9676 1.2544 0.00
H 3.0352 -0.0778 2.3759 0.00
H 4.9640 1.2127 3.1821 0.00
H 4.6616 2.9260 4.9470 0.00
H 2.3927 3.4274 5.7918 0.00
H 0.4945 2.0966 5.0626 0.00
H 0.3189 -0.6042 5.8847 0.00
H -1.4116 -1.4827 7.4312 0.00
H -3.7234 -1.7992 6.6362 0.00
H -4.3207 -1.2318 4.3108 0.00
H -2.6022 -0.3571 2.7767 0.00
C -3.1041 1.2058 -9.5757 0.00
C -3.7249 -0.1235 -9.8661 0.00
O -4.8823 -0.3483 -10.0892 0.00
S -2.4727 -1.4603 -9.9724 0.00
C -2.0381 -1.4836 -8.2366 0.01
C -0.7429 -1.2009 -7.8270 0.00
C -0.4256 -1.2452 -6.4875 0.01
C -1.3978 -1.5693 -5.5324 0.01
C -2.6889 -1.8828 -5.9666 0.01
C -3.0051 -1.8397 -7.3073 0.00
C -1.0251 -1.5670 -4.1707 0.07
C -0.6271 -1.5176 -3.0142 0.02
H -3.8704 1.9348 -9.3217 0.00
H -2.5863 1.5309 -10.4794 0.00
H -2.3712 1.1319 -8.7752 0.00
H 0.0114 -0.9555 -8.5585 0.00
H 0.5818 -1.0341 -6.1593 0.00
H -3.4442 -2.1717 -5.2511 0.00
H -4.0034 -2.0900 -7.6327 0.00

=====

x.
114
Properties=species:S:1:pos:R:3:lowdin_spin:R:1 method="wB97M-V/def2-TZVPD" homo_ev="-4.26 / -5.60" spin_multiplicity=6 s_squared=8.7564 lumo_ev="2.2 / 2.2" total_charge=-1 gap_ha="0.2372 / 0.2863"
Mn -1.3792 1.5607 0.2432 4.65
O 0.9847 3.5847 -0.4078 0.01
C 1.8418 3.2185 -1.4696 0.00
C 1.1809 3.6415 -2.7636 0.00
C -0.2121 3.0130 -2.9231 0.00
C -1.3454 3.8060 -2.3279 0.00
C -1.7610 4.9970 -2.9241 0.00
C -2.8648 5.6610 -2.4261 0.00
C -3.5549 5.1107 -1.3551 0.00
C -3.0775 3.9321 -0.8149 0.01
N -1.9859 3.3132 -1.2678 0.03
H 1.3125 3.1622 0.4084 0.00
H 1.9879 2.1318 -1.4794 0.00
H 2.8261 3.6908 -1.3609 0.00
H 1.8191 3.3303 -3.5947 0.00
H 1.1097 4.7330 -2.8038 0.00
H -0.2217 2.0094 -2.4919 0.00
H -0.4340 2.9023 -3.9883 0.00
H -1.2213 5.3772 -3.7824 0.00
H -3.1981 6.5866 -2.8794 0.00
H -4.4394 5.5783 -0.9462 0.00
H -3.5788 3.4495 0.0171 0.00
F -2.1140 -2.6885 3.8037 0.00
C -1.9049 -1.3581 3.6366 0.00
C -1.7547 -0.8340 2.3726 0.01
C -1.5212 0.5326 2.1992 0.04
C -1.4546 1.3523 3.3420 0.01
C -1.6447 0.7740 4.5964 0.00
F -1.6573 1.5212 5.7392 0.00
C -1.8619 -0.5754 4.7771 0.00
C -1.1753 2.7993 3.1344 0.01
C -0.7959 3.6721 4.1607 0.00
C -0.5165 4.9926 3.8754 0.00
C -0.6158 5.4441 2.5687 0.00
C -0.9818 4.5267 1.6045 0.01
N -1.2551 3.2481 1.8659 0.04
H -1.8305 -1.4983 1.5169 0.00
H -2.0111 -0.9900 5.7634 0.00
H -0.6952 3.3045 5.1668 0.00
H -0.2086 5.6611 4.6702 0.00
H -0.3968 6.4664 2.2938 0.00
H -1.0303 4.8160 0.5637 0.00
Se 2.6828 -4.0514 1.3567 0.00
P 2.5077 -2.9937 -0.4501 0.00
C 4.1107 -2.6289 -1.2441 0.00
C 5.3040 -2.8846 -0.5864 0.00
C 6.5144 -2.6302 -1.2208 0.00
C 6.5285 -2.1328 -2.5138 0.00
C 5.3323 -1.8701 -3.1736 0.00
C 4.1262 -2.1102 -2.5380 0.00
C 1.6774 -4.0134 -1.7139 0.00
C 0.3084 -4.0230 -1.9598 0.00
C -0.2284 -4.9462 -2.8478 0.00
C 0.5860 -5.8660 -3.4882 0.00
C 1.9510 -5.8726 -3.2312 0.00
C 2.4911 -4.9562 -2.3457 0.00
C 1.6722 -1.4011 -0.3697 0.01
C 1.7687 -0.2687 0.4640 0.01
N 0.8072 0.5715 0.0429 0.03
N 0.1647 0.0086 -0.9636 0.03
N 0.6655 -1.1768 -1.2343 0.00
P 2.8283 0.3733 1.7705 0.00
Se 2.2298 2.2668 2.5180 0.00
C 2.8736 -0.8450 3.0997 0.00
C 4.0176 -1.5155 3.5088 0.00
C 3.9507 -2.4097 4.5676 0.00
C 2.7397 -2.6515 5.1964 0.00
C 1.5911 -1.9899 4.7787 0.00
C 1.6574 -1.0769 3.7422 0.00
C 4.4856 0.5388 1.0496 0.00
C 4.6593 0.5562 -0.3289 0.00
C 5.8975 0.8722 -0.8717 0.00
C 6.9699 1.1541 -0.0415 0.00
C 6.8016 1.1382 1.3381 0.00
C 5.5616 0.8501 1.8812 0.00
H 5.2687 -3.2947 0.4167 0.00
H 7.4450 -2.8260 -0.7033 0.00
H 7.4720 -1.9417 -3.0104 0.00
H 5.3419 -1.4784 -4.1832 0.00
H 3.1904 -1.9094 -3.0491 0.00
H -0.3330 -3.3044 -1.4740 0.00
H -1.2947 -4.9383 -3.0343 0.00
H 0.1599 -6.5812 -4.1807 0.00
H 2.5958 -6.5948 -3.7159 0.00
H 3.5539 -4.9804 -2.1374 0.00
H 4.9567 -1.3682 2.9921 0.00
H 4.8422 -2.9383 4.8808 0.00
H 2.6865 -3.3640 6.0102 0.00
H 0.6392 -2.1839 5.2559 0.00
H 0.7634 -0.5504 3.4230 0.00
H 3.8235 0.3364 -0.9803 0.00
H 6.0201 0.8920 -1.9466 0.00
H 7.9362 1.3960 -0.4665 0.00
H 7.6330 1.3725 1.9909 0.00
H 5.4168 0.8963 2.9536 0.00
C -10.0817 -0.9050 -1.3498 0.00
C -10.3186 -2.2511 -1.9862 0.00
O -11.4242 -2.6605 -2.2400 0.00
S -8.9394 -3.2984 -2.4174 0.00
C -7.4979 -2.3654 -1.9805 0.00
C -6.9360 -1.4781 -2.8938 0.00
C -5.8186 -0.7376 -2.5519 0.00
C -5.2253 -0.8642 -1.2882 0.00
C -5.7904 -1.7785 -0.3869 0.00
C -6.9058 -2.5204 -0.7293 0.00
C -4.0826 -0.0917 -0.9261 0.03
C -3.1055 0.5601 -0.5856 0.03
H -10.8703 -0.7395 -0.6177 0.00
H -10.1822 -0.1511 -2.1330 0.00
H -9.1037 -0.8023 -0.8908 0.00
H -7.3850 -1.3660 -3.8731 0.00
H -5.3837 -0.0456 -3.2608 0.00
H -5.3331 -1.8938 0.5869 0.00
H -7.3300 -3.2224 -0.0220 0.00

=====

Energies, relative to the best one, in eV: w 3.504; x 0.000.

=====

w.
2
Properties=species:S:1:pos:R:3:nbo_charge:R:1 method="wB97M-V/def2-TZVPD" homo_ev=-9.97 lumo_ev=-4.6 total_charge=0 gap_ha=0.1983
S 0.8252 -0.2413 1.1104 0.00
S -0.8252 0.2413 -1.1104 0.00

=====

x.
2
Properties=species:S:1:pos:R:3:nbo_charge:R:1 method="wB97M-V/def2-TZVPD" homo_ev=-9.41 lumo_ev=-5.3 total_charge=0 gap_ha=0.1491
S 0.0000 0.0000 1.8065 0.00
S 0.0000 0.0000 -1.8065 0.00

=====

Energies, relative to the best one, in eV: w 0.000; x 3.036.

=====

w.
2
Properties=species:S:1:pos:R:3:nbo_charge:R:1 method="wB97M-V/def2-TZVPD" homo_ev=-9.80 lumo_ev=-4.9 total_charge=0 gap_ha=0.1793
S 0.3396 0.3172 1.4787 0.00
S -0.3396 -0.3172 -1.4787 0.00

=====

x.
2
Properties=species:S:1:pos:R:3:nbo_charge:R:1 method="wB97M-V/def2-TZVPD" homo_ev=-8.16 lumo_ev=-2.4 total_charge=0 gap_ha=0.2120
S 0.0000 0.0000 0.9244 0.00
S 0.0000 0.0000 -0.9244 0.00

=====

y.
2
Properties=species:S:1:pos:R:3:nbo_charge:R:1 method="wB97M-V/def2-TZVPD" homo_ev=-9.78 lumo_ev=-4.3 total_charge=0 gap_ha=0.2015
S 0.4315 -1.0712 0.6240 0.00
S -0.4315 1.0712 -0.6240 0.00

=====

Energies, relative to the best one, in eV: w 5.835; x 0.000; y 3.531.

=====

w.
2
Properties=species:S:1:pos:R:3:nbo_charge:R:1 method="wB97M-V/def2-TZVPD" homo_ev=-9.83 lumo_ev=-4.9 total_charge=0 gap_ha=0.1813
S 0.0000 0.0000 1.5367 0.00
S 0.0000 0.0000 -1.5367 0.00

=====

x.
2
Properties=species:S:1:pos:R:3:nbo_charge:R:1 method="wB97M-V/def2-TZVPD" homo_ev=-10.00 lumo_ev=-4.6 total_charge=0 gap_ha=0.1977
S 0.0000 0.0000 1.4208 0.00
S 0.0000 0.0000 -1.4208 0.00

=====

Energies, relative to the best one, in eV: w 1.053; x 0.000.

=====

w.
21
Properties=species:S:1:pos:R:3:nbo_charge:R:1 method="wB97M-V/def2-TZVPD" homo_ev=-9.08 smiles="C/C=C(/C)[C@](C)(O)OO" lumo_ev=0.9 total_charge=0 gap_ha=0.3657
C -1.0076 2.4855 -0.5109 -0.66
C -0.2501 1.3556 -1.1208 -0.11
C 0.0907 0.1592 -0.6404 -0.08
C 0.8545 -0.8029 -1.5167 -0.63
C -0.2406 -0.3713 0.7328 0.51
C -0.6321 -1.8453 0.7543 -0.66
O -1.1239 0.4013 1.4446 -0.71
O 0.9486 -0.1744 1.7130 -0.34
O 2.0188 -1.0878 1.5546 -0.46
H -1.4706 2.2235 0.4322 0.25
H -0.3304 3.3286 -0.3495 0.22
H -1.7811 2.8193 -1.2047 0.21
H 0.0456 1.5510 -2.1478 0.19
H 1.2303 -0.2903 -2.3992 0.22
H 0.2093 -1.6129 -1.8577 0.21
H 1.6868 -1.2455 -0.9718 0.22
H -0.9156 -2.1236 1.7678 0.22
H -1.4751 -2.0010 0.0845 0.22
H 0.1987 -2.4743 0.4504 0.23
H -0.8342 0.2126 2.3803 0.49
H 2.7779 -0.5073 1.4048 0.46

=====

x.
21
Properties=species:S:1:pos:R:3:nbo_charge:R:1 method="wB97M-V/def2-TZVPD" homo_ev=-9.90 smiles="CC(=O)[C@](C)(O)[C@@H](C)O" lumo_ev=0.7 total_charge=0 gap_ha=0.3880
C -1.4842 0.9844 1.5544 -0.73
C -0.9125 1.1285 0.1589 0.57
O -1.2339 2.1168 -0.5409 -0.58
C 0.4255 0.4050 -0.2292 0.11
C 1.5330 0.5180 0.8041 -0.64
O 0.8826 0.9795 -1.4490 -0.72
C -0.1652 -0.9965 -0.4387 0.15
C 0.0292 -1.6252 -1.7944 -0.64
O 0.0302 -1.9210 0.5868 -0.71
H -2.5734 0.9597 1.4815 0.24
H -1.1557 0.0649 2.0397 0.23
H -1.1735 1.8374 2.1616 0.25
H 1.7837 1.5722 0.9574 0.23
H 1.2687 0.0867 1.7746 0.21
H 2.4377 0.0146 0.4487 0.22
H 0.4067 1.8405 -1.5106 0.50
H -1.3416 -0.5904 -0.3768 0.16
H -0.3957 -0.9806 -2.5694 0.23
H -0.4390 -2.6125 -1.8329 0.22
H 1.0963 -1.7692 -1.9922 0.21
H 0.9813 -2.0130 0.7666 0.47

=====

y.
21
Properties=species:S:1:pos:R:3:nbo_charge:R:1 method="wB97M-V/def2-TZVPD" homo_ev=-9.27 smiles="C/C=C/CCC(=O)O.O" lumo_ev=0.7 total_charge=0 gap_ha=0.3656
C 2.5543 0.1109 1.2005 -0.64
C 1.4708 0.4279 0.2160 -0.16
C 0.4924 1.2915 0.4524 -0.22
C -0.6069 1.6252 -0.5191 -0.42
C -1.3701 0.3826 -1.0515 -0.52
C -1.8838 -0.4569 0.0729 0.82
O -1.4698 -1.5177 0.4723 -0.62
O -2.9456 0.1434 0.6517 -0.69
H 2.6070 0.7998 2.0463 0.21
H 3.5410 0.1410 0.7352 0.21
H 2.4114 -0.8873 1.6236 0.22
H 1.5006 -0.1759 -0.6844 0.21
H 0.4774 1.8343 1.3934 0.20
H -1.3415 2.2873 -0.0617 0.22
H -0.2011 2.1717 -1.3740 0.22
H -2.2083 0.7025 -1.6705 0.24
H -0.7050 -0.2048 -1.6820 0.24
H -3.2899 -0.3694 1.3897 0.50
O 0.4859 -2.5479 -1.3433 -0.99
H 0.6379 -3.5034 -1.2245 0.47
H -0.1568 -2.2548 -0.6431 0.50

=====

Energies, relative to the best one, in eV: w 3.668; x 1.359; y 0.000.

=====

w.
18
Properties=species:S:1:pos:R:3:nbo_charge:R:1 method="wB97M-V/def2-TZVPD" homo_ev=-10.29 smiles=O.O.O.O.O.O lumo_ev=-0.2 total_charge=0 gap_ha=0.3702
O -0.3143 1.2416 0.4941 -0.97
H -1.2353 1.2346 0.2571 0.49
H 0.1697 1.5566 -0.2769 0.49
O -2.6193 -0.5624 -0.5149 -0.96
H -2.7163 -0.1044 -1.3209 0.48
H -1.9033 -1.1574 -0.5639 0.49
O 1.6717 0.3846 2.1471 -0.96
H 1.8387 -0.4554 1.8011 0.46
H 1.0037 0.7066 1.5361 0.48
O 1.3837 -1.2174 -0.9989 -0.96
H 1.7467 -1.5164 -1.8849 0.46
H 1.6077 -0.2314 -1.0259 0.48
O 1.7307 1.6056 -1.4239 -0.95
H 1.6607 1.7086 -2.3949 0.49
H 2.6567 1.5966 -1.2679 0.49
O -2.0893 -1.5124 2.1781 -0.96
H -2.2033 -0.8774 1.3861 0.49
H -2.3893 -2.4004 1.8731 0.46

=====

x.
18
Properties=species:S:1:pos:R:3:nbo_charge:R:1 method="wB97M-V/def2-TZVPD" homo_ev=-10.33 smiles=O.O.O.O.O.O lumo_ev=-0.2 total_charge=0 gap_ha=0.3708
O -0.0835 -0.7801 -0.3902 -0.99
H -0.7204 -0.0782 -0.1991 0.51
H 0.4324 -0.8755 0.4217 0.48
O -1.6158 0.0263 -3.2559 -0.95
H -0.9083 -0.6249 -3.1700 0.49
H -1.4512 0.6583 -2.5496 0.46
O 0.7742 -1.7572 -2.8388 -0.99
H 1.6348 -2.1591 -2.7057 0.47
H 0.5350 -1.3514 -1.9839 0.50
O -0.0399 1.6611 2.6427 -0.97
H 0.6189 0.9724 2.4686 0.50
H -0.3723 1.4850 3.5271 0.48
O -1.1611 1.7624 0.1354 -0.99
H -1.8299 2.4499 0.1813 0.48
H -0.7597 1.7141 1.0247 0.50
O 1.3696 -0.7908 2.1083 -0.97
H 2.2279 -0.9508 1.7001 0.49
H 1.3493 -1.3615 2.8836 0.49

=====

Energies, relative to the best one, in eV: w 0.777; x 0.000.